Molecular formula: C6H9NO
Method: DFT, the ωB97M-V functional and the def2-TZVPD basis

Each line ends with the Löwdin charge.
Positions of all 17 atoms, in Å:
O: 1.104 1.434 1.671  0.029
N: -1.580 1.050 -0.657  0.094
C: 1.063 0.562 0.593  -0.391
C: -0.783 -0.074 -0.624  -0.396
C: 1.965 0.643 -0.414  0.072
C: -0.016 -0.394 0.752  -0.198
C: -0.903 -1.065 -1.524  0.012
C: -0.276 -1.461 1.492  0.095
H: 0.170 -1.546 2.480  0.075
H: -2.431 0.941 -1.196  0.095
H: -1.128 -2.082 1.208  0.079
H: 2.787 1.348 -0.378  0.060
H: 1.927 -0.009 -1.277  0.065
H: 1.729 2.143 1.451  0.105
H: -1.742 1.454 0.262  0.098
H: -0.235 -1.918 -1.533  0.057
H: -1.651 -1.025 -2.306  0.049

HOMO = -0.29777 hartree
HOMO-LUMO gap = 8.95 eV
SMILES string = C=C(N)C(=C)C(=C)O
energy relative to the best compared isomer or geometry (same formula, charge and spin) = 277.6 kJ/mol

Molecular formula: C6H9NO
Method: DFT, the ωB97M-V functional and the def2-TZVPD basis

Each line ends with the Löwdin charge.
Positions of all 17 atoms, in Å:
O: -0.947 -2.026 -0.285  -0.020
N: -0.904 -0.813 -0.164  -0.258
C: 1.240 -0.553 -1.267  -0.042
C: -0.385 1.541 0.001  0.030
C: -2.002 -0.083 0.057  -0.037
C: 0.371 -0.078 -0.109  -0.375
C: 1.119 -0.243 1.233  -0.034
C: -1.692 1.297 0.091  -0.128
H: -2.952 -0.541 0.312  0.131
H: 0.137 2.429 -0.244  0.073
H: 2.221 0.032 1.263  0.106
H: 1.454 -1.623 -1.105  0.085
H: 0.621 0.362 1.935  0.053
H: 2.293 -0.191 -1.298  0.090
H: 1.172 -1.334 1.427  0.094
H: 0.630 -0.346 -2.187  0.104
H: -2.377 2.171 0.338  0.129

HOMO (alpha / beta) = -0.29075 / -0.29080 hartree
HOMO-LUMO gap (alpha / beta) = 8.23 / 8.23 eV
SMILES string = CC1(C)C=CC=[N+]1[O-]
energy relative to the best compared isomer or geometry (same formula, charge and spin) = 389.4 kJ/mol

Molecular formula: C6H9NO
Method: DFT, the ωB97M-V functional and the def2-TZVPD basis

Each line ends with the Löwdin charge.
Positions of all 17 atoms, in Å:
O: -1.888 0.267 0.045  0.008
N: 1.184 -0.530 -0.855  -0.019
C: -0.302 -0.729 -1.121  -0.158
C: -1.083 -0.756 0.021  -0.540
C: 0.373 1.402 0.034  -0.142
C: 1.048 0.221 0.533  -0.311
C: -0.751 0.814 -0.794  -0.136
C: -0.113 -0.554 1.287  -0.041
H: -0.365 -1.176 -2.090  0.140
H: -1.302 1.499 -1.409  0.141
H: -0.083 1.811 0.844  0.089
H: -0.657 0.110 2.154  0.169
H: 2.174 -1.296 -0.777  0.214
H: 1.941 0.460 1.019  0.112
H: -1.424 -1.925 0.200  0.183
H: 0.183 -1.552 1.699  0.104
H: 1.064 1.933 -0.792  0.186

HOMO = -0.31835 hartree
HOMO-LUMO gap = 9.57 eV
energy relative to the best compared isomer or geometry (same formula, charge and spin) = 586.0 kJ/mol

Molecular formula: C6H9NO
Method: DFT, the ωB97M-V functional and the def2-TZVPD basis

Each line ends with the Löwdin charge.
Positions of all 17 atoms, in Å:
O: 1.039 0.749 -1.417  -0.054
N: 1.143 0.717 1.113  0.015
C: -0.037 -0.033 -1.553  -0.346
C: -0.679 -0.612 0.388  -0.301
C: -0.248 -1.373 -0.835  -0.086
C: 0.632 1.301 -0.061  -0.196
C: 0.416 -0.374 1.405  -0.241
C: -0.848 0.692 -0.410  -0.064
H: 1.073 -1.239 1.334  0.115
H: -1.665 -1.176 0.791  0.178
H: 0.849 2.402 -0.213  0.165
H: -0.184 -0.220 2.389  0.159
H: -1.718 1.476 -0.270  0.164
H: 0.542 -2.043 -0.500  0.113
H: -0.257 0.235 -2.637  0.162
H: -1.100 -1.854 -1.342  0.125
H: 1.042 1.351 1.819  0.091

HOMO = -0.34166 hartree
HOMO-LUMO gap = 10.11 eV
SMILES string = C1N[C@H]2O[C@H]3C[C@@H]1[C@H]32
energy relative to the best compared isomer or geometry (same formula, charge and spin) = 406.3 kJ/mol

Molecular formula: C6H9NO
Method: DFT, the ωB97M-V functional and the def2-TZVPD basis

Each line ends with the Löwdin charge.
Positions of all 17 atoms, in Å:
O: 2.785 0.387 0.097  -0.118
N: -1.452 -0.523 -1.101  0.057
C: -0.729 -0.969 0.126  -0.357
C: 0.370 -0.004 0.101  -0.329
C: -1.485 0.014 1.051  -0.162
C: 1.772 -0.758 0.044  -0.100
C: -1.578 0.903 -0.154  -0.147
C: -0.070 1.217 -0.134  -0.019
H: -2.469 -0.881 -0.748  0.120
H: -2.394 -0.670 1.347  0.132
H: 1.862 -1.540 0.861  0.115
H: -0.669 -2.198 0.081  0.202
H: -2.163 1.806 -0.231  0.121
H: 0.474 2.092 -0.430  0.108
H: 1.611 -1.239 -1.283  0.219
H: 2.837 0.618 -0.822  0.048
H: -0.883 0.157 1.946  0.111

HOMO = -0.31215 hartree
HOMO-LUMO gap = 9.30 eV
energy relative to the best compared isomer or geometry (same formula, charge and spin) = 693.5 kJ/mol

Molecular formula: C6H9NO
Method: DFT, the ωB97M-V functional and the def2-TZVPD basis

Each line ends with the Löwdin charge.
Positions of all 17 atoms, in Å:
O: 1.585 -1.243 0.073  -0.116
N: -0.510 1.213 -0.083  -0.013
C: 0.103 -0.882 0.020  -0.216
C: 0.084 0.398 0.818  -0.416
C: -1.394 -1.185 0.237  -0.041
C: 1.106 1.098 0.143  -0.027
C: -1.670 0.286 -0.376  -0.141
C: 2.216 -0.021 -0.248  -0.133
H: -0.014 -0.614 -0.986  0.112
H: 3.208 0.233 0.285  0.149
H: -0.208 0.588 1.887  0.177
H: 2.288 -0.086 -1.351  0.117
H: -2.485 0.714 -0.079  0.037
H: -1.917 0.540 -1.502  0.154
H: -1.673 -1.249 1.297  0.107
H: -1.862 -1.970 -0.405  0.117
H: 1.144 2.180 0.270  0.132

HOMO = -0.30383 hartree
HOMO-LUMO gap = 9.34 eV
SMILES string = C1CN2[C@H]3[C@H]1OC[C@H]32
energy relative to the best compared isomer or geometry (same formula, charge and spin) = 791.2 kJ/mol

Molecular formula: C6H9NO2
Method: DFT, the ωB97M-V functional and the def2-TZVPD basis

Each line ends with the Löwdin charge.
Positions of all 18 atoms, in Å:
O: -2.743 -0.384 0.679  -0.010
O: 2.533 -0.339 0.764  0.106
N: 0.833 -1.632 0.125  0.082
C: 0.704 0.677 -0.550  -0.212
C: 1.500 -0.492 0.230  -0.493
C: -1.381 -0.425 0.584  -0.232
C: -0.422 -1.549 -0.402  -0.120
C: -0.595 -0.035 -0.603  -0.238
C: 0.870 2.000 0.204  -0.038
H: 0.377 2.573 -0.543  0.067
H: -0.842 -0.344 1.604  0.177
H: 0.381 2.046 1.132  0.064
H: -3.193 -0.695 -0.154  0.130
H: -1.355 0.177 -1.347  0.146
H: 1.137 0.892 -1.547  0.153
H: 1.957 2.223 0.240  0.099
H: -0.986 -2.252 -1.035  0.139
H: 1.225 -2.442 0.617  0.179

HOMO = -0.29529 hartree
HOMO-LUMO gap = 8.69 eV
SMILES string = C[C@H]1C(=O)N[C@H]2[C@H](O)[C@H]21
energy relative to the best compared isomer or geometry (same formula, charge and spin) = 233.3 kJ/mol

Molecular formula: C6H9NO2
Method: DFT, the ωB97M-V functional and the def2-TZVPD basis

Each line ends with the Löwdin charge.
Positions of all 18 atoms, in Å:
O: -1.861 0.624 0.308  -0.006
O: 1.187 2.038 -0.941  0.076
N: 2.678 -1.100 -0.517  0.117
C: 1.850 -0.308 -0.386  -0.166
C: 0.953 1.150 -0.165  -0.462
C: -0.758 -1.993 -0.100  -0.065
C: 0.860 1.288 1.336  -0.017
C: -1.021 0.426 -0.774  -0.246
C: -0.559 -0.840 -1.014  -0.135
H: 0.488 2.283 1.585  0.095
H: -1.577 -2.603 -0.496  0.094
H: -2.076 1.559 0.380  0.111
H: 1.839 1.141 1.787  0.100
H: -1.151 1.109 -1.607  0.142
H: -1.046 -1.675 0.899  0.079
H: -0.110 -1.019 -1.981  0.125
H: 0.175 0.539 1.729  0.081
H: 0.131 -2.619 -0.045  0.076

HOMO = -0.33735 hartree
HOMO-LUMO gap = 8.98 eV
SMILES string = CC(=O)C#N.C/C=C\O
energy relative to the best compared isomer or geometry (same formula, charge and spin) = 335.2 kJ/mol

no.,calculated total energy (eV)
1,-9902.7270
2,-9901.5680
3,-9899.5310
4,-9901.3934
5,-9898.4167
6,-9897.4039
7,-11950.9010
8,-11949.8449